208
Properties=species:S:1:pos:R:3:forces:R:3 method="wB97M-V/def2-TZVPD" de_lowest_kcal_mol=128.1 e_lumo_ev=0.431 energy_ev=-191569.174 charge=0 gap_ev=10.704
C 10.918085 1.817049 9.660395 0.401 0.674 0.092
C 9.422786 1.831718 9.882914 0.912 -1.467 0.914
O 8.948199 3.024328 9.297624 -2.824 0.068 -0.770
P 7.436328 3.103248 8.609504 1.333 -0.877 -0.563
O 7.136341 4.463463 8.137064 0.116 -0.924 0.333
O 6.403008 2.466096 9.691007 2.199 1.127 -1.383
C 5.021046 2.322955 9.428064 -1.848 -1.647 -1.057
C 4.420552 2.588274 7.988472 2.093 0.725 1.129
O 7.526053 1.965677 7.393550 -0.792 0.604 3.178
C 8.636883 1.762669 6.519104 -0.717 1.699 -0.084
C 8.045244 2.150388 5.210152 0.485 -0.590 -2.229
H 11.501044 1.046642 10.165092 -0.482 -0.353 -0.040
H 11.086236 1.764455 8.584724 0.256 -0.010 0.032
H 11.335384 2.751001 10.036803 0.020 0.172 -0.188
H 9.050395 0.877686 9.509730 -0.649 0.291 -0.832
H 9.159635 1.745649 10.937163 0.018 0.648 0.205
H 4.858979 1.257202 9.589286 -0.111 -0.145 0.117
H 4.427584 2.804199 10.205428 0.329 0.496 -0.097
H 4.447111 3.663173 7.809647 -1.032 0.095 0.100
H 5.133756 2.284622 7.222163 -0.137 -0.757 0.058
H 3.483752 2.036643 7.909669 -0.012 0.515 -0.099
H 9.411935 2.486900 6.769870 0.427 -0.453 0.186
H 8.951682 0.719439 6.544912 0.090 0.139 0.208
H 7.203298 1.499009 4.975809 -0.216 0.186 0.130
H 7.777591 3.195467 5.054375 -0.176 -0.016 0.762
H 8.748012 1.970483 4.396612 0.318 -0.201 -0.104
C -10.882655 -2.105139 -8.841045 0.255 0.140 0.313
C -10.136562 -2.496885 -7.546679 -0.461 -2.175 -2.294
O -9.739198 -1.444657 -6.780902 1.534 1.752 2.639
P -8.241386 -1.229474 -6.188525 0.415 -0.073 -2.936
O -8.102850 -0.153204 -5.230468 -0.393 0.101 0.929
O -7.632666 -2.684064 -5.859953 -1.712 0.524 -0.443
C -6.251569 -2.851571 -5.644628 2.316 -0.617 0.290
C -5.826356 -4.338394 -5.587006 -1.576 0.315 0.624
O -7.434999 -0.900029 -7.555716 0.150 0.711 -0.645
C -7.283630 0.469464 -8.113626 0.576 0.028 0.730
C -6.348531 0.525926 -9.354465 -0.742 -0.893 0.790
H -11.904711 -1.776480 -8.652679 0.028 -0.041 -0.012
H -10.373897 -1.333700 -9.419101 0.171 0.212 0.319
H -10.878431 -2.963474 -9.512869 -0.292 -0.199 0.182
H -10.759385 -3.183281 -6.973046 -0.152 0.097 0.190
H -9.283626 -3.093026 -7.871023 0.260 -0.023 0.072
H -5.650934 -2.464854 -6.467908 -0.383 0.689 -0.036
H -5.980896 -2.367235 -4.706414 0.076 0.236 -0.126
H -4.762745 -4.548316 -5.699935 -0.091 0.483 -0.362
H -6.099595 -4.744890 -4.613243 -0.168 -0.198 -0.032
H -6.440688 -4.823926 -6.345260 0.360 -0.408 -0.083
H -8.229997 0.973740 -8.309060 -0.488 -0.793 -0.487
H -6.935585 1.116226 -7.308233 0.634 -0.274 0.135
H -6.303161 1.559579 -9.697379 -0.023 -0.099 -0.071
H -5.340319 0.146131 -9.189090 0.013 0.241 0.496
H -6.729487 -0.134348 -10.133572 -0.296 0.272 -0.175
C -1.486024 -1.342539 1.136045 0.744 0.122 -0.511
C -0.943285 -0.276478 0.167384 -1.078 0.309 2.553
O -0.644178 -0.864714 -1.050641 1.220 0.945 -2.269
P 0.203190 0.076001 -2.109381 -0.809 0.485 0.640
O 0.286505 -0.466891 -3.456748 0.263 -0.755 -0.100
O -0.621163 1.476093 -2.114249 1.142 -1.558 0.739
C -1.951095 1.710519 -2.678746 1.353 2.201 -0.071
C -1.829095 3.206090 -3.000652 -0.211 1.010 -0.681
O 1.627242 0.369452 -1.357207 -2.012 0.473 -0.306
C 2.897026 -0.121021 -1.822859 0.256 0.141 -1.677
C 3.344870 0.528439 -3.180140 -1.739 -0.376 0.502
H -2.552881 -1.558139 1.077509 -0.009 0.395 -0.135
H -0.981642 -2.271048 0.868509 0.174 -0.091 0.474
H -1.212070 -0.990453 2.130569 -0.206 -0.445 0.170
H -1.676118 0.530394 0.170571 -0.311 0.095 -0.932
H -0.093415 0.228214 0.626851 0.531 -0.392 -0.123
H -2.159808 1.267789 -3.652672 0.258 -1.036 0.558
H -2.686057 1.574236 -1.885426 -0.066 -0.524 -0.366
H -2.286526 3.494971 -3.946912 -0.919 -0.218 0.163
H -2.165507 3.883503 -2.215772 -0.114 -0.172 0.029
H -0.822391 3.527401 -3.267855 0.419 -0.586 0.554
H 3.619860 0.025320 -1.020242 -0.244 0.236 0.024
H 2.803399 -1.192822 -1.997737 0.033 -0.070 0.050
H 3.363784 1.618081 -3.200819 1.137 0.030 0.647
H 4.167133 -0.044483 -3.608774 0.294 0.579 0.149
H 2.509976 0.433016 -3.874362 -0.118 -0.786 -0.070
C -3.838291 -9.457993 1.716634 1.014 0.027 -0.302
C -3.606102 -10.675718 0.821690 -0.897 -0.453 1.301
O -2.470035 -11.486852 1.397093 0.346 0.948 -1.765
P -0.945904 -11.060624 1.086754 1.129 1.420 0.202
O -0.380495 -10.006271 2.006444 -0.707 -2.187 -1.072
O -0.097069 -12.451689 0.945372 -0.406 1.511 -0.152
C 0.740544 -12.956512 2.003116 -1.308 -0.826 0.842
C -0.228076 -13.575527 3.019146 0.496 0.562 0.083
O -0.999397 -10.553515 -0.440540 -0.141 -0.725 0.725
C 0.072397 -9.813697 -1.092845 -1.457 0.941 -0.083
C 0.098906 -8.370697 -0.547930 1.189 -0.313 0.651
H -3.890471 -9.700951 2.777926 -0.134 -0.141 -0.139
H -2.937451 -8.863584 1.564066 0.097 0.271 0.337
H -4.656835 -8.797498 1.430581 -0.254 -0.431 -0.170
H -4.430344 -11.388792 0.837309 0.049 -0.037 0.333
H -3.580615 -10.353745 -0.219357 1.174 -0.279 -0.011
H 1.349771 -13.780196 1.630973 0.061 0.374 -0.599
H 1.379385 -12.192605 2.446322 -0.164 0.161 -0.171
H -0.895637 -14.283900 2.528566 0.213 -0.104 0.005
H 0.340853 -14.049425 3.819051 -0.185 -0.107 0.098
H -0.850780 -12.780742 3.429831 -0.007 -0.029 0.232
H 1.011747 -10.362411 -1.024770 0.023 0.202 0.229
H -0.257471 -9.803610 -2.131680 0.190 -0.145 -0.040
H 0.621819 -8.430652 0.406562 -0.131 0.248 0.126
H 0.672040 -7.669348 -1.154344 0.089 -0.291 -0.373
H -0.851805 -7.877888 -0.344482 -0.281 -0.593 -0.277
C 1.149153 7.225505 -10.235016 0.305 -0.811 0.620
C -0.346319 7.239286 -9.980680 0.728 -0.226 -0.198
O -0.744807 8.457795 -10.600615 -2.328 0.816 0.152
P -2.239554 9.123293 -10.371807 0.286 -0.728 -0.387
O -3.176029 8.335871 -9.532761 0.877 0.499 -0.370
O -2.760792 9.376137 -11.863741 0.623 0.541 0.753
C -3.675647 8.501985 -12.598665 0.538 0.480 2.109
C -2.904412 7.377251 -13.221070 -0.197 0.498 -0.555
O -1.869293 10.592727 -9.877865 0.015 0.075 -0.013
C -2.101054 11.074934 -8.508168 -0.116 -1.302 -0.116
C -1.162397 10.407824 -7.517464 0.670 -0.314 0.200
H 1.284725 7.230630 -11.316543 0.164 0.320 0.073
H 1.720324 8.010422 -9.739282 -0.293 0.268 -0.221
H 1.590355 6.292968 -9.883131 -0.071 -0.201 0.060
H -0.718503 6.337659 -10.467161 -0.558 0.198 -0.446
H -0.715647 7.147490 -8.959279 0.375 0.403 0.209
H -4.377259 8.138743 -11.847736 -0.229 -0.152 -0.147
H -4.202087 9.203660 -13.245669 0.211 -0.429 -0.398
H -3.659821 6.865855 -13.817670 0.486 -0.450 -0.345
H -2.092322 7.807924 -13.806847 -0.194 -0.167 -0.443
H -2.416022 6.699009 -12.521381 -0.448 0.053 0.284
H -1.946978 12.153274 -8.468951 -0.051 -0.122 -0.542
H -3.143859 10.832384 -8.303634 0.036 0.172 0.275
H -1.167900 9.318103 -7.493079 -0.602 -0.084 -0.315
H -0.115494 10.631341 -7.722716 -0.003 0.390 -0.172
H -1.347679 10.712087 -6.487323 -0.224 0.271 -0.065
C -7.747667 -10.141212 7.753132 0.461 1.073 -0.926
C -6.844250 -10.264931 8.971035 -1.692 -1.491 -0.185
O -5.535865 -10.709097 8.595649 0.540 -0.578 0.059
P -4.544337 -11.186667 9.759700 -0.042 0.196 -0.540
O -5.176434 -11.445132 11.039516 -0.116 0.127 0.604
O -3.762080 -12.462598 9.162444 -1.997 1.046 -0.627
C -2.661820 -12.910649 9.887984 2.408 -0.618 0.624
C -2.552418 -14.419393 10.081045 -1.210 0.689 -0.083
O -3.494148 -9.978412 9.787631 -0.503 -0.964 1.437
C -2.770554 -9.698425 8.640272 -0.127 1.748 -2.672
C -2.608560 -8.131082 8.474777 1.228 -1.538 0.055
H -8.796496 -10.014534 8.021459 0.126 0.277 0.371
H -7.436075 -9.301257 7.132253 -0.189 0.200 -0.084
H -7.761704 -10.992767 7.072872 0.477 -0.358 0.394
H -6.816774 -9.402817 9.637447 0.124 0.132 -0.335
H -7.384044 -11.065732 9.476450 0.670 -0.120 0.850
H -1.802517 -12.595021 9.296313 0.354 0.182 0.279
H -2.587630 -12.500519 10.895154 -0.237 0.538 -0.091
H -2.512604 -14.900499 9.103770 0.116 -0.353 0.284
H -1.715842 -14.642972 10.743053 0.220 0.001 -0.406
H -3.444735 -14.700107 10.640570 -0.115 -0.454 -0.221
H -1.862967 -10.293976 8.541760 0.513 0.476 0.730
H -3.306300 -10.045531 7.756757 -0.416 0.046 -0.121
H -1.843349 -7.927819 7.725623 0.223 -0.250 -0.081
H -3.464107 -7.577164 8.088406 -0.375 -0.389 0.650
H -2.189475 -7.764167 9.411718 -0.439 0.380 0.024
C 11.465833 2.598029 -1.950318 0.162 -0.553 -0.055
C 11.511496 3.787517 -2.877231 0.160 -0.923 0.735
O 10.343873 4.499346 -2.435814 -0.124 1.430 -0.302
P 10.182188 6.019047 -2.871849 -1.117 1.051 -0.513
O 10.396902 6.267920 -4.322214 0.203 0.126 1.943
O 8.684551 6.313556 -2.311993 1.666 -1.474 -0.505
C 8.154355 7.626299 -2.464706 -0.456 -0.906 -0.523
C 7.203851 7.712166 -3.647121 0.085 0.475 -0.324
O 11.058030 6.946335 -1.830053 -0.330 -0.689 -3.687
C 10.905407 6.707133 -0.494190 -0.554 -0.519 3.043
C 10.614385 8.026506 0.255434 1.014 -0.210 -0.393
H 11.279163 2.968807 -0.942454 0.133 -0.116 0.027
H 10.633620 1.951547 -2.228829 0.033 -0.068 0.074
H 12.388595 2.017879 -1.955742 -0.005 -0.011 -0.071
H 12.444198 4.321457 -2.695255 -0.177 0.499 -0.121
H 11.449932 3.502461 -3.927491 -0.174 0.267 0.015
H 7.572411 7.749393 -1.551309 0.249 0.508 0.053
H 8.987728 8.320918 -2.570026 -0.277 0.369 0.219
H 7.673100 7.861760 -4.619506 0.441 0.501 0.237
H 6.586540 6.845244 -3.882649 -0.143 -0.158 0.961
H 6.595687 8.568583 -3.355920 -0.424 0.053 -0.698
H 10.114921 5.998411 -0.247351 -0.483 0.053 -0.430
H 11.778130 6.143865 -0.163739 0.444 0.512 0.412
H 10.225841 7.917993 1.268031 -0.194 -0.320 -0.188
H 11.545590 8.583192 0.360590 0.023 0.165 -0.103
H 9.949435 8.628395 -0.363963 -0.155 -0.063 0.198
C -5.066445 4.336246 5.517106 1.165 -0.886 -1.895
C -3.661951 3.788431 5.006556 0.557 1.323 2.714
O -3.194726 4.257419 3.753038 -0.756 2.373 -2.632
P -3.061210 5.904398 3.436052 0.646 -0.183 1.121
O -2.598459 6.679897 4.635940 -0.843 -1.146 -1.673
O -1.997874 6.020199 2.187228 -2.900 0.346 0.802
C -0.702070 5.482917 2.357955 -0.440 -1.449 1.250
C 0.211905 6.027807 1.324824 0.072 1.129 -0.241
O -4.490352 6.338779 2.814750 2.075 -2.265 0.519
C -4.807923 7.653685 2.393855 -0.529 -0.305 0.149
C -3.685541 8.389670 1.698033 -0.578 0.478 0.018
H -5.733499 4.003010 4.722066 -0.451 0.408 -0.020
H -5.473762 3.905730 6.431891 0.643 -0.033 0.120
H -5.026896 5.424740 5.558853 -0.110 -0.113 0.098
H -2.849547 4.179458 5.619095 -0.370 -0.097 1.032
H -3.532261 2.709261 5.088184 -0.477 -0.024 -0.698
H -0.431708 5.669760 3.397235 0.627 0.198 -0.045
H -0.901446 4.413203 2.294186 0.790 -0.315 -0.245
H -0.273608 5.977190 0.350239 0.318 -0.490 -0.151
H 0.328930 7.099364 1.486549 0.050 0.146 0.185
H 1.221239 5.617484 1.356126 -0.253 -0.338 -0.170
H -5.668898 7.514105 1.740132 0.243 -0.035 -0.493
H -5.293646 8.086803 3.268256 0.712 0.873 0.117
H -2.793292 8.594402 2.289721 -0.356 0.143 0.353
H -3.314079 7.888533 0.804191 -0.414 -0.174 -0.012
H -4.206049 9.303029 1.410031 0.579 0.417 -0.219